{
  "formula": "C45H53AsBF6N6PS4Ti",
  "method": "wB97M-V/def2-TZVPD",
  "largest_force_ev_per_a": 1.62,
  "charge": 1,
  "homo_lumo_gap_ha": [0.27130, 0.20640],
  "homo_ev": [-10.21, -10.48],
  "spin_multiplicity": 4,
  "elements": ["Ti", "C", "C", "C", "C", "N", "N", "B", "N", "N", "C", "C", "C", "C", "C", "S", "C", "C", "C", "C", "N", "N", "C", "C", "C", "C", "C", "S", "C", "C", "C", "C", "C", "S", "C", "C", "C", "C", "H", "H", "H", "H", "H", "H", "H", "H", "H", "H", "H", "H", "H", "H", "H", "H", "H", "H", "H", "H", "H", "H", "H", "H", "H", "H", "H", "H", "H", "H", "H", "H", "H", "H", "H", "H", "H", "H", "H", "S", "C", "C", "C", "C", "C", "C", "As", "C", "C", "C", "C", "C", "C", "C", "C", "C", "C", "C", "C", "H", "H", "H", "H", "H", "H", "H", "H", "H", "H", "H", "H", "H", "H", "F", "P", "F", "F", "F", "F", "F"],
  "coordinates": [[-1.28, -1.42, -0.05], [3.75, -1.18, -1.39], [2.62, -0.22, -1.63], [2.54, 0.58, -2.72], [1.43, 1.43, -2.92], [0.47, 1.51, -2.05], [0.55, 0.73, -0.96], [-0.57, 0.86, 0.06], [-0.05, 1.16, 1.49], [0.97, 2.02, 1.51], [1.54, 2.29, 2.65], [1.02, 1.74, 3.85], [0.00, 0.85, 3.83], [-0.53, 0.18, 5.06], [-0.53, 0.50, 2.55], [-1.61, -0.80, 2.33], [2.78, 3.19, 2.60], [3.47, 3.26, 3.96], [2.34, 4.60, 2.18], [3.76, 2.63, 1.57], [-1.68, 1.85, -0.34], [-1.24, 3.13, -0.44], [-2.11, 4.06, -0.69], [-3.50, 3.75, -0.81], [-3.95, 2.48, -0.70], [-5.39, 2.11, -0.81], [-2.96, 1.47, -0.48], [-3.40, -0.17, -0.40], [-1.63, 5.49, -0.89], [-2.01, 5.93, -2.31], [-2.33, 6.40, 0.13], [-0.12, 5.59, -0.69], [1.52, -0.17, -0.72], [1.32, -1.25, 0.59], [1.33, 2.30, -4.16], [1.38, 1.40, -5.41], [2.52, 3.27, -4.17], [0.03, 3.09, -4.17], [4.51, -1.08, -2.16], [4.20, -1.02, -0.41], [3.37, -2.21, -1.39], [3.34, 0.55, -3.46], [1.47, 1.99, 4.80], [-0.01, 0.53, 5.94], [-1.60, 0.36, 5.17], [-0.40, -0.91, 4.97], [2.86, 3.75, 4.72], [3.75, 2.26, 4.33], [4.39, 3.84, 3.87], [1.59, 5.01, 2.86], [3.20, 5.27, 2.16], [1.91, 4.56, 1.17], [4.11, 1.63, 1.86], [3.28, 2.55, 0.59], [4.62, 3.29, 1.48], [-4.21, 4.55, -0.97], [-6.01, 2.99, -0.97], [-5.55, 1.41, -1.64], [-5.73, 1.60, 0.09], [-3.09, 5.92, -2.47], [-1.66, 6.95, -2.48], [-1.55, 5.28, -3.06], [-3.41, 6.45, -0.03], [-2.15, 6.06, 1.16], [-1.94, 7.41, 0.04], [0.42, 4.85, -1.29], [0.21, 6.59, -0.99], [0.14, 5.44, 0.35], [2.33, 0.86, -5.49], [0.58, 0.66, -5.39], [1.28, 2.01, -6.30], [3.48, 2.75, -4.19], [2.47, 3.90, -5.06], [2.50, 3.92, -3.29], [-0.84, 2.43, -4.15], [-0.03, 3.75, -3.30], [-0.01, 3.70, -5.08], [-3.53, -2.98, 0.89], [-3.31, -4.62, 0.51], [-4.44, -5.46, 0.39], [-4.28, -6.79, 0.07], [-3.00, -7.31, -0.12], [-1.87, -6.50, 0.02], [-2.01, -5.17, 0.34], [-0.53, -3.94, 0.59], [-0.31, -4.03, 2.53], [0.92, -3.64, 3.07], [1.09, -3.56, 4.45], [0.03, -3.88, 5.30], [-1.18, -4.28, 4.77], [-1.35, -4.35, 3.39], [0.99, -5.01, 0.05], [1.56, -4.78, -1.19], [2.63, -5.56, -1.62], [3.12, -6.57, -0.81], [2.54, -6.81, 0.43], [1.47, -6.03, 0.86], [-5.43, -5.03, 0.53], [-5.15, -7.42, -0.04], [-2.88, -8.35, -0.37], [-0.89, -6.93, -0.13], [1.75, -3.40, 2.42], [2.05, -3.27, 4.86], [0.17, -3.83, 6.37], [-2.01, -4.53, 5.43], [-2.31, -4.65, 3.00], [1.17, -4.00, -1.84], [3.07, -5.38, -2.59], [3.95, -7.18, -1.14], [2.92, -7.60, 1.07], [1.03, -6.22, 1.83], [0.05, -2.21, -1.92], [-1.18, -2.21, -3.06], [-1.43, -0.69, -2.57], [-2.44, -2.17, -3.99], [-0.17, -1.71, -4.17], [-2.15, -2.67, -1.74], [-0.88, -3.73, -3.35]],
  "mulliken_charge": [-0.419, -1.672, 0.685, -1.477, 0.183, -0.777, 1.324, -0.220, 0.483, -0.183, -0.389, -0.682, 0.414, -1.607, 0.911, -0.399, 2.389, -2.249, -1.455, -1.523, 0.338, -0.334, 0.031, -0.772, 0.512, -1.854, 0.888, -0.654, 2.336, -1.390, -1.882, -1.613, 1.132, -0.331, 1.830, -1.788, -1.639, -1.266, 0.513, 0.301, 0.204, 0.448, 0.539, 0.400, 0.359, 0.191, 0.393, 0.495, 0.416, 0.377, 0.456, 0.152, 0.401, 0.092, 0.466, 0.386, 0.407, 0.375, 0.351, 0.370, 0.496, 0.116, 0.367, 0.364, 0.479, -0.009, 0.518, 0.339, 0.362, 0.313, 0.494, 0.358, 0.471, 0.270, 0.324, -0.378, 0.561, -0.209, 1.002, -0.642, -0.724, -0.703, -0.659, -0.186, 2.162, 0.455, -0.017, -1.026, -0.646, -0.783, -0.332, 0.320, -0.600, -0.827, -0.606, -0.781, -0.523, 0.515, 0.412, 0.427, 0.465, 0.432, 0.448, 0.403, 0.438, 0.406, 0.325, 0.442, 0.401, 0.431, 0.530, -0.095, 1.718, -0.345, -0.370, -0.384, -0.272, -0.418]
}

***

{
  "formula": "C45H53Cl5N4SeSiV",
  "method": "wB97M-V/def2-TZVPD",
  "largest_force_ev_per_a": 6.69,
  "charge": -2,
  "homo_lumo_gap_ha": [0.17753, 0.18073],
  "homo_ev": [-0.84, -0.88],
  "spin_multiplicity": 2,
  "elements": ["V", "C", "C", "C", "C", "C", "C", "C", "C", "C", "C", "C", "C", "C", "C", "C", "C", "N", "C", "C", "C", "N", "C", "C", "C", "N", "C", "C", "C", "C", "C", "C", "C", "C", "C", "C", "C", "C", "N", "C", "C", "H", "H", "H", "H", "H", "H", "H", "H", "H", "H", "H", "H", "H", "H", "H", "H", "H", "H", "H", "H", "H", "H", "H", "H", "H", "H", "H", "H", "H", "H", "H", "H", "H", "H", "H", "H", "H", "H", "H", "H", "H", "H", "H", "H", "Cl", "C", "C", "C", "Cl", "C", "Cl", "C", "Cl", "C", "Cl", "C", "Si", "C", "C", "Se", "H", "H", "H", "H", "H", "H", "H", "H", "H"],
  "coordinates": [[-1.00, 0.60, 0.18], [-6.69, -1.87, -0.48], [-5.70, -2.32, 0.60], [-4.65, -1.30, 0.89], [-4.65, -0.34, 1.95], [-5.69, -0.17, 3.01], [-5.30, -0.83, 4.33], [-3.50, 0.40, 1.81], [-3.05, 1.66, 2.48], [-1.48, 1.58, 2.38], [0.81, 2.11, 1.75], [-0.68, 4.13, 2.23], [-0.63, 4.22, 3.73], [1.48, 1.44, 2.65], [0.30, 0.43, 3.27], [0.96, -0.86, 3.49], [1.30, -1.48, 2.34], [0.72, -1.10, 1.10], [1.62, -1.47, 0.18], [1.51, -1.29, -1.21], [0.29, -1.06, -1.79], [-0.85, -0.92, -1.03], [-1.90, -1.52, -1.69], [-3.10, -1.70, -1.10], [-3.49, -1.09, 0.16], [-2.77, -0.07, 0.74], [-1.42, -1.90, -3.03], [-0.12, -1.54, -3.12], [0.80, -1.62, -4.30], [1.45, -3.00, -4.47], [-2.25, -2.63, -4.04], [-2.33, -4.13, -3.75], [2.76, -2.19, 0.79], [2.50, -2.28, 2.11], [3.30, -2.96, 3.18], [4.50, -2.14, 3.67], [3.96, -2.63, 0.03], [4.87, -1.44, -0.30], [-0.99, 0.52, 3.18], [2.91, 1.38, 3.02], [3.17, 1.82, 4.45], [-7.42, -2.65, -0.72], [-6.16, -1.60, -1.39], [-7.24, -0.98, -0.15], [-5.23, -3.26, 0.29], [-6.26, -2.54, 1.52], [-6.65, -0.57, 2.66], [-5.85, 0.90, 3.18], [-5.20, -1.91, 4.19], [-6.04, -0.65, 5.11], [-4.34, -0.46, 4.67], [-3.35, 1.97, 3.47], [-1.95, 2.81, 1.07], [-0.65, 5.10, 1.74], [-0.84, 3.27, 4.22], [-1.36, 4.96, 4.09], [0.36, 4.54, 4.11], [1.35, -1.18, 4.46], [2.36, -1.48, -1.84], [-3.85, -2.29, -1.61], [1.57, -0.86, -4.18], [0.24, -1.37, -5.20], [2.04, -3.26, -3.59], [2.12, -3.00, -5.34], [0.70, -3.77, -4.62], [-1.84, -2.46, -5.04], [-3.26, -2.21, -4.04], [-1.34, -4.58, -3.76], [-2.95, -4.64, -4.49], [-2.76, -4.31, -2.76], [3.66, -3.92, 2.80], [2.64, -3.18, 4.03], [5.20, -1.95, 2.86], [5.03, -2.66, 4.47], [4.17, -1.17, 4.06], [3.65, -3.10, -0.91], [4.51, -3.38, 0.60], [4.29, -0.60, -0.69], [5.65, -1.71, -1.02], [5.37, -1.07, 0.61], [3.44, 2.01, 2.30], [3.28, 0.36, 2.87], [2.82, 2.85, 4.61], [4.24, 1.78, 4.69], [2.64, 1.18, 5.16], [-0.67, 2.61, 1.43], [-0.52, 2.91, -0.12], [-1.66, 1.81, -1.59], [-2.18, 1.94, -2.86], [-3.18, 0.81, -3.75], [-1.87, 3.22, -3.40], [-2.36, 3.80, -4.95], [-1.14, 3.95, -2.49], [-0.58, 5.57, -2.69], [-0.99, 3.12, -1.37], [-3.88, 3.00, 1.48], [5.26, 2.94, -1.86], [3.59, 2.41, -2.59], [2.95, 3.85, -3.63], [3.98, 1.01, -3.81], [2.21, 1.93, -0.94], [5.97, 3.31, -2.61], [5.72, 2.09, -1.33], [5.09, 3.73, -1.12], [3.59, 4.09, -4.48], [2.84, 4.74, -3.00], [1.95, 3.61, -4.00], [4.86, 1.22, -4.42], [3.13, 0.86, -4.48], [4.15, 0.07, -3.27]],
  "mulliken_charge": [0.645, -1.152, -1.245, 1.180, 1.295, -1.108, -1.245, -1.660, 0.135, -1.549, -0.765, -0.214, -1.315, 0.568, 0.994, -1.013, -0.461, 0.196, 0.266, -0.992, 0.795, 0.952, -0.285, -0.751, -1.147, 0.618, 0.679, -0.071, -0.664, -0.984, -1.085, -1.220, 0.927, 0.099, -1.274, -0.864, -0.996, -0.755, -0.057, -0.024, -1.561, 0.369, 0.270, 0.294, 0.425, 0.421, 0.373, 0.394, 0.266, 0.416, 0.292, 0.894, 0.372, 0.486, 0.205, 0.358, 0.246, 0.299, 0.439, 0.534, -0.435, 0.576, 0.124, 0.424, 0.242, 0.435, 0.311, 0.254, 0.407, 0.274, 0.458, 0.430, 0.160, 0.440, 0.141, 0.290, 0.395, -0.128, 0.393, 0.243, 0.370, -0.416, 0.431, 0.414, 0.295, 0.747, 0.478, 1.338, -0.308, -0.260, 0.943, -0.289, -0.792, -0.304, -1.501, -0.343, -1.139, 0.561, -1.049, -1.007, -0.206, 0.338, 0.233, 0.253, 0.345, 0.233, 0.196, 0.434, 0.161, 0.164]
}